1.
Computed, not measured: a 19-piece molecular cluster, C28H89N2O21 overall at a distorted geometry, with the ωB97M-V functional and the def2-TZVPD basis.

The geometry in XYZ format:
```
140
Properties=species:S:1:pos:R:3:forces:R:3
C 4.0191 -1.8977 -2.7777 0.1 0.4 0.5
C 3.3514 -0.6049 -2.1990 2.1 -1.7 0.4
C 3.5981 -0.6917 -0.6596 -0.8 0.3 -0.8
C 4.1263 0.5992 -2.8025 -1.1 -0.1 -0.2
C 3.3337 1.9301 -2.9829 0.9 -0.4 -0.8
O 3.6724 2.4457 -4.2732 -0.1 0.3 0.4
N 3.8830 2.9271 -2.0056 -0.6 -1.0 0.8
C 3.3952 2.9315 -0.8903 -1.0 1.8 0.1
O 2.8182 3.1976 0.1067 1.1 -0.8 -0.5
C 1.8013 1.8162 -2.9893 0.3 -0.7 0.1
C 1.1635 0.5542 -2.3632 -2.1 -0.1 0.0
C -0.1874 0.3561 -3.1112 0.3 0.6 0.6
C 0.7332 0.7592 -0.8977 0.4 0.6 -0.4
N 1.9334 -0.6859 -2.5798 0.7 1.4 -0.7
O 1.7257 -1.2211 -3.7253 -0.1 -0.3 0.1
H 5.0190 -2.0219 -2.3674 0.1 0.3 0.0
H 3.4642 -2.7692 -2.4377 -0.2 -0.1 -0.3
H 4.1360 -1.8653 -3.8565 -0.4 -0.2 -0.1
H 4.3191 -1.4765 -0.4639 0.0 -0.1 0.1
H 2.6631 -0.9413 -0.1643 0.2 0.0 0.3
H 4.0389 0.2265 -0.2822 -0.2 0.1 0.2
H 5.0067 0.7756 -2.1937 0.1 0.0 0.1
H 4.5004 0.2939 -3.7766 -0.2 0.2 -0.2
H 4.3669 3.0941 -4.1262 0.2 0.0 -0.2
H 1.5086 1.8179 -4.0360 0.3 0.0 -0.1
H 1.3121 2.6915 -2.5612 0.2 0.1 0.1
H -0.6068 -0.6091 -2.8468 -0.1 -0.1 -0.2
H -0.8563 1.1377 -2.7428 -0.1 0.0 -0.1
H -0.0850 0.4852 -4.1822 0.0 -0.3 -0.1
H 0.0463 -0.0182 -0.5737 0.3 -0.3 0.2
H 0.1594 1.6882 -0.8884 0.0 0.0 0.1
H 1.5659 0.9116 -0.2173 -0.1 -0.3 0.2
C 2.2330 -3.3624 2.4456 -0.3 -0.3 -0.3
O 1.6059 -2.8711 1.2611 0.1 0.2 0.1
H 2.6957 -2.5270 2.9652 0.0 0.1 -0.1
H 1.4885 -3.8238 3.0953 0.2 0.0 0.2
H 3.0013 -4.0954 2.1843 0.1 0.0 0.2
H 1.2047 -3.6227 0.8182 0.0 0.0 -0.1
C 0.1661 -3.2066 5.5638 -0.1 -0.4 0.2
O 0.8785 -4.4382 5.4411 0.1 0.1 -0.1
H 0.8138 -2.3942 5.2439 0.1 -0.1 0.0
H -0.7238 -3.2296 4.9311 0.0 0.2 0.1
H -0.1240 -3.0502 6.6041 -0.1 0.2 -0.1
H 0.2862 -5.1371 5.7283 0.0 -0.1 0.0
C -2.8302 -0.9163 4.8935 -0.1 0.3 0.3
O -2.6087 -1.1379 6.2832 0.3 -0.3 0.0
H -2.5552 -1.8151 4.3483 0.0 0.0 0.0
H -3.8840 -0.6962 4.7174 0.0 0.0 -0.2
H -2.2137 -0.0819 4.5482 0.0 0.0 -0.2
H -2.8614 -0.3300 6.7393 -0.1 0.0 0.0
C -5.8514 -0.0718 8.2002 0.2 -0.4 -0.1
O -5.1707 -0.4659 7.0057 -0.2 0.3 0.1
H -6.2847 0.9127 8.0401 0.0 0.0 -0.1
H -6.6482 -0.7805 8.4279 -0.1 0.1 0.2
H -5.1485 -0.0233 9.0361 -0.1 0.1 0.1
H -4.7903 -1.3366 7.1582 0.1 0.0 -0.1
C 3.3680 -5.4711 -4.5753 0.4 0.1 -0.1
O 4.4753 -5.1179 -3.7514 -0.1 -0.1 0.1
H 2.5106 -5.6444 -3.9297 0.0 0.0 0.0
H 3.1356 -4.6581 -5.2687 -0.1 -0.1 0.0
H 3.5833 -6.3844 -5.1367 -0.2 0.0 -0.1
H 5.2265 -4.9647 -4.3295 0.1 0.1 0.0
C -5.6276 -0.3566 2.4258 -0.2 -0.3 0.1
O -4.9173 -1.5885 2.3007 0.1 0.2 -0.2
H -4.9776 0.4535 2.1051 0.1 -0.1 0.0
H -6.5200 -0.3749 1.7947 0.0 0.2 0.0
H -5.9137 -0.1976 3.4698 0.0 0.2 0.0
H -5.5100 -2.2871 2.5894 0.1 -0.1 0.0
C 0.5959 -6.6545 -6.2550 -0.1 -0.4 0.1
O 1.2821 -7.8942 -6.4096 0.0 0.2 -0.1
H 1.2505 -5.8574 -6.5976 0.0 0.0 0.0
H -0.3188 -6.6481 -6.8527 0.0 0.2 0.0
H 0.3504 -6.4916 -5.2025 -0.1 0.2 0.0
H 0.6927 -8.5889 -6.1018 0.1 -0.1 0.0
C 4.7653 0.0282 2.9041 0.2 -0.2 -0.1
O 5.4359 -0.3691 1.7117 0.1 0.1 0.2
H 4.3383 1.0145 2.7385 0.0 0.0 -0.1
H 3.9619 -0.6723 3.1427 -0.1 0.1 0.1
H 5.4668 0.0783 3.7409 -0.1 0.1 0.1
H 5.8083 -1.2407 1.8681 0.0 0.0 -0.1
C 2.2227 6.6905 1.3155 0.1 -0.4 -0.2
O 1.7856 6.0042 0.1467 -0.1 0.4 0.0
H 1.7072 7.6481 1.3632 0.0 0.0 0.0
H 1.9784 6.1067 2.2062 0.1 0.2 0.1
H 3.3006 6.8660 1.2721 0.0 0.1 0.1
H 2.2479 5.1601 0.1186 -0.2 -0.1 0.0
C -6.3156 -3.2151 -0.4876 0.3 0.2 0.0
O -6.1088 -1.8505 -0.8213 -0.1 0.0 0.0
H -7.2528 -3.5468 -0.9280 0.0 0.1 0.0
H -5.4987 -3.8239 -0.8834 -0.1 -0.2 0.1
H -6.3712 -3.3320 0.5984 0.0 -0.2 0.0
H -5.2760 -1.5854 -0.4185 0.0 0.0 0.1
C -9.4514 -1.9672 7.7911 0.1 0.4 -0.1
O -9.1706 -0.7435 8.4556 0.0 -0.1 0.1
H -9.6825 -2.7192 8.5421 0.0 0.0 0.0
H -10.3106 -1.8434 7.1270 0.0 -0.2 -0.1
H -8.5797 -2.2890 7.2128 -0.1 -0.2 -0.1
H -8.9704 -0.0928 7.7732 -0.1 0.0 0.0
C -0.9382 9.1305 2.7955 0.4 0.2 -0.1
O 0.2170 9.5381 3.5250 -0.1 -0.1 0.1
H -1.7150 8.8606 3.5055 0.1 0.0 0.1
H -1.2946 9.9520 2.1692 -0.2 -0.1 -0.1
H -0.7076 8.2616 2.1722 -0.2 0.0 0.0
H 0.8948 9.7751 2.8876 0.0 0.0 0.0
C -0.1455 8.5140 -2.1916 0.1 -0.2 0.2
O -0.8564 7.5738 -1.3892 -0.1 0.3 -0.2
H -0.7546 8.7480 -3.0620 0.0 0.0 0.0
H 0.0423 9.4327 -1.6295 0.0 0.1 -0.1
H 0.8041 8.0878 -2.5222 0.0 0.1 -0.1
H -0.3049 7.3761 -0.6260 0.0 -0.3 0.0
C -10.5405 0.1719 4.5135 0.3 0.1 0.0
O -9.4704 0.5690 5.3684 -0.1 -0.1 0.1
H -11.4153 -0.0147 5.1308 0.0 0.0 0.1
H -10.7699 0.9640 3.7973 -0.1 -0.1 0.0
H -10.2800 -0.7428 3.9749 -0.1 0.0 0.0
H -8.7035 0.7310 4.8128 0.1 0.0 0.1
C 3.1725 -9.9768 -5.1516 0.1 -0.3 0.4
O 2.3111 -10.8261 -4.3919 -0.1 0.1 -0.2
H 2.6849 -9.7528 -6.0923 0.0 0.0 0.0
H 3.3535 -9.0444 -4.6125 0.1 0.1 -0.2
H 4.1223 -10.4812 -5.3513 0.0 0.1 -0.1
H 2.7519 -11.0179 -3.5609 0.0 0.0 0.0
C -4.0566 7.8154 -3.0831 0.2 0.0 0.3
O -3.8164 8.1379 -1.7219 -0.1 0.1 -0.1
H -5.1290 7.8618 -3.2598 0.0 0.0 0.0
H -3.5570 8.5318 -3.7431 -0.1 -0.1 -0.1
H -3.7020 6.8049 -3.3062 0.0 0.0 -0.1
H -2.8634 8.0924 -1.5800 0.1 -0.2 0.2
C 8.0301 0.0867 -3.3398 0.0 -0.2 0.3
O 7.1753 -0.7668 -2.5788 0.1 0.0 0.0
H 7.5447 0.2953 -4.2846 0.0 0.0 0.0
H 8.1902 1.0267 -2.8039 0.1 0.1 -0.2
H 8.9931 -0.3987 -3.5264 0.0 0.1 0.0
H 7.6198 -0.9401 -1.7448 -0.1 -0.1 0.1
C 5.9519 1.3384 -6.6841 0.2 0.1 -0.1
O 7.0551 1.7404 -5.8703 -0.2 0.0 -0.1
H 5.1050 1.1312 -6.0356 0.0 0.1 0.1
H 5.6873 2.1438 -7.3735 -0.2 -0.1 0.0
H 6.2021 0.4370 -7.2499 -0.1 0.0 0.0
H 7.7903 1.9176 -6.4630 0.1 0.0 0.1
```
Positions in Å, forces in eV/Å.

## Properties
Frontier orbital gap (alpha / beta) in hartree: 0.3103 / 0.3486
2S+1: 2
⟨S²⟩: 0.7542
Energy in hartree: -2809.34522
F_max in Eh/bohr: 0.054
E_LUMO (alpha / beta) in eV: 0.26 / 0.26
Total charge: 0

***

2.
Computed, not measured: a 16-piece molecular cluster, C28H91N3O24 overall at a distorted geometry, with the ωB97M-V functional and the def2-TZVPD basis.

The geometry in XYZ format:
```
146
Properties=species:S:1:pos:R:3:forces:R:3
C 3.4808 -3.2286 -5.0326 1.0 -0.9 -1.7
C 3.6747 -3.2734 -3.5556 0.7 0.3 1.7
C 3.9689 -4.6970 -3.0682 -0.8 0.0 -1.1
O 2.6824 -5.2840 -2.8894 0.1 -1.2 1.6
C 2.7893 -6.2806 -1.8336 0.4 -0.7 -1.7
N 4.7660 -2.3752 -3.0588 -0.5 -1.5 0.1
H 4.2572 -3.9216 -5.5157 -0.8 1.2 0.4
H 3.6590 -2.1936 -5.3727 -0.4 -0.5 -0.2
H 2.5150 -3.6470 -5.3770 0.3 0.5 0.3
H 2.7411 -2.9685 -3.0634 0.3 0.0 0.0
H 4.6240 -4.7878 -2.1929 -0.4 0.4 0.1
H 4.4347 -5.2676 -3.8848 0.3 0.1 0.1
H 3.7211 -6.8553 -2.0131 -0.4 0.1 0.1
H 1.9660 -7.0318 -1.9021 0.4 1.0 0.2
H 2.9272 -5.7937 -0.8830 -0.5 0.1 0.6
H 5.6324 -2.7255 -3.4538 0.2 0.2 0.1
H 4.6285 -1.4508 -3.3950 -0.1 1.0 -0.3
C -1.4744 2.8625 6.7862 -0.3 0.1 0.5
C -1.1554 3.4865 5.4462 -0.4 -1.4 0.2
C -1.8385 2.7209 4.2884 2.0 0.2 -0.2
O -3.2050 2.6183 4.4016 -1.4 0.3 -0.1
C -3.7521 2.1691 3.1849 -0.3 -1.2 -0.7
N -1.4493 4.9052 5.5689 -0.5 0.9 -1.0
H -1.6883 1.7962 6.7389 0.8 -0.2 0.1
H -2.4128 3.2390 7.1526 -0.6 0.5 0.0
H -0.7477 3.2141 7.5314 0.0 -0.7 -0.2
H -0.0616 3.3270 5.2822 -0.7 0.4 -0.1
H -1.3827 1.7339 4.1191 -0.1 0.0 0.6
H -1.5104 3.2359 3.3806 -0.4 0.5 -0.5
H -3.5560 2.8490 2.3610 0.3 0.4 -0.1
H -4.8533 2.0498 3.1714 0.6 0.1 0.8
H -3.3118 1.1766 2.8853 -0.3 0.7 0.3
H -1.1362 5.3382 4.7096 0.3 0.4 -0.1
H -2.4633 5.1487 5.5608 0.9 -0.9 0.3
C -1.2906 1.0297 0.7760 1.3 -0.5 0.3
C -0.7528 1.6722 -0.5200 -1.0 -1.5 0.4
C -0.6230 0.7403 -1.7097 -2.0 -0.5 0.3
O -0.0447 -0.4333 -1.2558 1.7 -1.2 -0.7
C 0.4582 -1.2619 -2.3240 -0.9 -0.5 -0.3
N -1.6144 2.7256 -0.9255 -0.9 0.7 -1.1
H -2.3186 0.6502 0.7816 0.3 0.0 -0.4
H -1.2180 1.7648 1.5695 -0.2 0.4 0.1
H -0.5814 0.2446 1.1398 -0.7 0.5 -0.5
H 0.2468 1.9785 -0.3071 1.1 0.5 0.3
H -0.0575 1.2742 -2.4604 0.4 -0.1 -0.5
H -1.6224 0.4228 -2.1377 0.6 0.8 0.2
H 1.0810 -0.7631 -3.0651 0.2 0.6 0.3
H -0.3459 -1.7426 -2.9107 -0.1 0.3 0.4
H 1.0017 -2.0857 -1.8968 0.3 -0.2 0.4
H -1.3478 3.0871 -1.8519 -0.1 0.0 0.7
H -1.6014 3.4802 -0.2735 0.1 0.7 0.4
C -5.4648 -0.0954 -1.3430 0.2 -0.6 0.0
C -4.8706 0.4592 -0.0639 0.6 -0.8 1.0
O -4.4783 1.7987 -0.1080 -0.2 1.0 -0.7
O -4.4693 -0.1061 -2.3451 0.6 -0.1 -0.6
H -6.2706 0.4821 -1.7550 -0.8 0.3 0.3
H -5.7573 -1.1699 -1.2301 0.0 1.0 0.2
H -4.0330 -0.2476 0.1890 -0.5 0.7 0.0
H -5.5620 0.4963 0.7722 -0.5 -0.9 0.0
H -3.5391 2.0159 -0.1864 0.3 -0.5 -0.5
H -4.1184 0.7783 -2.4500 0.1 0.4 0.1
C 3.9034 1.2184 -1.3867 1.7 -0.6 -1.0
C 4.7412 0.5058 -0.3393 0.0 -0.6 -0.6
O 4.3534 -0.8680 -0.1163 0.6 1.0 -1.6
O 4.2405 0.6425 -2.6584 0.4 -0.1 0.3
H 4.1811 2.2843 -1.3588 -0.3 -0.1 0.0
H 2.8809 1.0296 -1.1917 -1.3 0.2 0.4
H 4.5118 1.0247 0.5694 0.4 0.2 0.8
H 5.8161 0.5357 -0.6309 -0.6 0.2 0.4
H 4.5043 -1.3130 -0.9820 -0.1 -0.1 0.4
H 3.6889 0.9792 -3.3689 -0.5 0.4 0.1
C -1.0748 -2.8193 5.0873 2.3 1.2 -1.1
C -1.8038 -1.7917 4.2454 0.5 0.6 0.7
O -0.8363 -1.1021 3.3972 -1.2 -0.2 0.9
O -0.2489 -3.6109 4.2021 -1.2 -1.4 0.4
H -1.7928 -3.4696 5.5735 0.3 -0.1 0.4
H -0.3342 -2.2632 5.7271 -1.1 -0.7 0.2
H -2.2909 -1.0624 4.9342 0.3 -0.2 -0.7
H -2.5687 -2.3435 3.7147 -0.2 0.3 -0.7
H -0.8704 -1.4967 2.5172 -0.1 -0.3 -0.4
H 0.4734 -3.1176 3.8363 0.4 1.0 0.1
C 3.5350 4.1981 2.3199 -0.1 0.0 -0.3
C 2.4162 3.2400 2.0115 0.9 -1.4 -0.3
O 1.1908 3.7872 2.3555 -1.5 0.3 1.3
O 3.7266 4.3420 3.7320 0.4 0.0 -1.3
H 3.3020 5.1254 1.7349 0.4 -0.2 0.9
H 4.4573 3.7867 1.9479 0.5 -0.1 -0.2
H 2.5428 2.3221 2.6053 0.2 0.0 -0.3
H 2.3940 2.9528 0.9360 0.1 0.3 0.5
H 0.9171 3.4055 3.2154 0.0 0.1 -0.7
H 2.9162 4.7109 4.0446 -0.8 0.5 0.7
C -2.1445 -2.9163 0.3455 -1.1 -0.2 -0.4
C -2.2056 -4.4386 0.8360 1.1 1.7 -2.1
O -2.0365 -4.6053 2.1878 -0.8 0.0 0.7
O -0.9276 -2.3087 0.7565 0.3 0.0 0.1
H -2.9627 -2.3070 0.7693 -0.1 -0.5 0.2
H -2.2388 -2.7291 -0.7677 0.1 -1.0 0.9
H -1.4026 -4.9324 0.2812 0.2 -0.1 -0.1
H -3.1095 -4.9335 0.5140 -0.5 0.1 0.1
H -1.2453 -4.1471 2.4673 0.5 0.1 0.5
H -0.8054 -1.5582 0.1431 0.4 -0.2 0.2
C 0.4402 6.4810 -1.9158 0.1 0.4 1.3
C 1.1158 5.1450 -1.8473 -1.3 -0.6 -0.6
O 0.5017 4.2739 -2.8375 0.1 0.4 -0.3
O 0.3928 6.8243 -3.2668 -0.5 0.5 -1.1
H 0.9730 7.1919 -1.2747 0.2 0.1 -0.3
H -0.5743 6.5131 -1.5208 -0.1 -0.5 -0.1
H 1.0705 4.7103 -0.8542 -0.2 -0.3 0.0
H 2.1205 5.2695 -2.1596 1.4 0.2 0.0
H 0.3637 4.8448 -3.6434 0.2 -0.6 1.2
H 1.0347 7.4836 -3.5121 0.3 0.3 0.1
C 2.4719 -2.3662 1.2925 0.9 0.0 -2.9
C 2.2045 -1.1158 2.0561 -1.1 0.2 0.1
O 2.3413 -1.3454 3.4311 0.6 -1.2 1.9
O 3.8211 -2.8455 1.4663 -0.4 0.1 0.6
H 2.3979 -2.1318 0.1588 -0.6 -0.4 1.8
H 1.7756 -3.1594 1.5753 0.1 0.0 -0.1
H 1.1495 -0.7523 1.9423 0.8 -0.4 -0.4
H 2.8704 -0.3171 1.7407 0.2 0.1 0.0
H 2.7818 -2.2139 3.6381 -0.3 1.4 -0.8
H 4.4087 -2.1646 1.0708 -0.6 -0.4 0.3
C -2.8722 -2.1368 -4.6527 0.9 1.0 0.1
C -3.9587 -2.2023 -5.7103 0.0 0.1 0.2
O -4.4231 -3.5412 -5.7806 -0.4 0.1 1.1
O -3.4305 -2.3060 -3.3365 0.7 -0.8 -1.0
H -2.3220 -1.1437 -4.6638 -0.5 -1.0 -0.2
H -2.1257 -2.9408 -4.8437 -0.5 0.5 0.3
H -3.5555 -1.9416 -6.6845 0.2 -0.1 -0.2
H -4.7702 -1.4648 -5.5039 0.3 -0.5 0.1
H -4.5371 -3.8029 -4.8358 -0.1 0.0 -1.0
H -3.7772 -1.4476 -3.0854 -0.5 0.5 0.5
O 0.7567 1.0462 4.4456 0.5 -1.0 -0.3
H 0.4605 0.2168 4.0012 -0.5 0.6 0.1
H 1.5948 0.6988 4.7798 0.2 0.4 0.2
O 2.1894 2.2260 -4.2310 0.6 -0.4 -0.6
H 2.5580 2.6383 -5.0333 -0.3 -0.1 0.6
H 2.0010 2.9244 -3.5962 -0.3 0.4 0.0
O -3.7330 -4.8514 -2.4385 -0.3 -0.1 1.1
H -3.9566 -4.7718 -1.4898 0.2 -0.6 -0.6
H -3.6750 -3.9112 -2.6534 0.2 0.5 -0.6
O -0.8010 -4.4009 -3.0322 -1.0 1.7 0.1
H -0.0839 -4.9829 -3.0831 1.9 -1.3 -0.1
H -1.5757 -4.9538 -3.0268 -0.8 -0.3 0.2
O -0.2823 5.6464 1.1769 -0.3 0.9 0.3
H 0.2715 5.3301 1.9221 -0.4 0.1 -0.6
H -0.6830 6.5064 1.4227 0.5 -0.9 -0.1
```
Positions in Å, forces in eV/Å.

## Properties
Frontier orbital gap in hartree: 0.3389
Energy in hartree: -3091.25260
F_max in Eh/bohr: 0.060
E_LUMO in eV: -0.08
Total charge: 0

***

3.
Computed, not measured: C29H14Br2F5N8O8S2W as an isolated structure, with the ωB97M-V functional and the def2-TZVPD basis.

The geometry in XYZ format:
```
69
Properties=species:S:1:pos:R:3:forces:R:3
W 0.0823 0.4497 -0.2492 0.1 0.0 0.0
Br 0.6156 -1.9693 -6.6345 0.0 0.0 0.0
C 0.4695 -1.3126 -4.8906 0.0 0.0 0.0
C 0.0128 -2.1281 -3.8671 0.0 0.0 0.0
C -0.0750 -1.6016 -2.5972 0.0 0.0 0.0
N 0.2617 -0.3310 -2.3135 0.0 0.0 0.0
C 0.6939 0.4592 -3.3156 0.0 0.0 0.0
C 0.8143 0.0005 -4.6139 0.0 0.0 0.0
C 1.0023 1.8385 -2.9066 0.0 0.0 0.0
C 1.3764 2.8355 -3.7901 0.0 0.0 0.0
C 1.6122 4.1050 -3.2910 0.0 0.0 0.0
Br 2.1158 5.4858 -4.4476 0.0 0.0 0.0
C 1.4672 4.3422 -1.9329 0.0 0.0 0.0
C 1.1013 3.2898 -1.1213 0.0 0.0 0.0
N 0.8782 2.0592 -1.5920 0.0 0.0 0.0
H -0.2742 -3.1535 -4.0467 0.0 0.0 0.0
H -0.4466 -2.1962 -1.7743 0.0 0.0 0.0
H 1.1627 0.6471 -5.4042 0.0 0.0 0.0
H 1.4759 2.6423 -4.8469 0.0 0.0 0.0
H 1.6349 5.3217 -1.5107 0.0 0.0 0.0
H 0.9975 3.4195 -0.0544 0.0 0.0 0.0
N 2.6029 -2.1127 -1.1155 0.0 0.0 0.0
C 1.9025 -2.2728 0.0304 0.0 0.0 0.0
N 1.1068 -1.3576 0.5452 0.0 0.0 0.0
C 0.5348 -1.8096 1.7423 0.0 0.0 0.0
C 0.8601 -3.0690 2.0813 0.0 0.0 0.0
S 1.9506 -3.7391 0.9288 0.0 0.0 0.0
C -0.2998 -0.8630 2.4794 0.0 0.0 0.0
C -0.8141 -0.9787 3.7169 0.0 0.0 0.0
S -1.6230 0.4782 4.1661 0.0 0.0 0.0
C -1.2150 1.1789 2.6423 0.0 0.0 0.0
N -0.5530 0.3553 1.8568 0.0 0.0 0.0
N -1.5256 2.4443 2.3222 0.0 0.0 0.0
H 2.8154 -1.1661 -1.3965 0.0 0.0 0.0
H 3.3123 -2.7935 -1.3325 0.0 0.0 0.0
H 0.5219 -3.6435 2.9269 0.0 0.0 0.0
H -0.7442 -1.8073 4.4006 0.0 0.0 0.0
H -2.1512 2.9711 2.9066 0.0 0.0 0.0
H -1.4239 2.7414 1.3623 0.0 0.0 0.0
O -3.4885 2.6057 -0.5702 0.0 0.0 0.0
C -2.7721 1.6551 -0.3817 0.0 0.0 0.0
O -1.4578 1.7384 -0.5630 0.0 0.0 0.0
C -3.3330 0.3626 0.1421 0.0 0.0 0.0
C -4.6213 0.3845 0.6573 0.0 0.0 0.0
C -5.1498 -0.7541 1.2320 0.0 0.0 0.0
C -4.4363 -1.9353 1.3105 0.0 0.0 0.0
C -3.1771 -1.9589 0.7551 0.0 0.0 0.0
C -2.5921 -0.8273 0.1647 0.0 0.0 0.0
O -1.3678 -0.9117 -0.3158 0.0 0.0 0.0
N -2.4020 -3.2010 0.8555 0.0 0.0 0.0
O -1.7455 -3.5525 -0.1059 0.0 0.0 0.0
O -2.4637 -3.8022 1.9087 0.0 0.0 0.0
N -6.5054 -0.7088 1.8081 0.0 0.0 0.0
O -7.0857 0.3541 1.7765 0.0 0.0 0.0
O -6.9404 -1.7384 2.2782 0.0 0.0 0.0
H -5.1956 1.2994 0.6172 0.0 0.0 0.0
H -4.8565 -2.8067 1.7917 0.0 0.0 0.0
F 6.2925 -0.5174 2.8212 0.0 0.0 0.0
C 5.1499 -0.0597 2.3217 0.0 0.0 0.0
C 4.1072 0.2918 3.1649 0.0 0.0 0.0
F 4.2515 0.1659 4.4791 0.0 0.0 0.0
C 2.9168 0.7658 2.6421 0.0 0.0 0.0
F 1.9239 1.0918 3.4780 0.0 0.0 0.0
C 2.7244 0.9070 1.2682 0.0 0.0 0.0
O 1.5911 1.3774 0.7629 -0.1 0.0 0.0
C 3.7952 0.5538 0.4515 0.0 0.0 0.0
F 3.6414 0.6621 -0.8905 0.0 0.0 0.0
C 4.9884 0.0716 0.9528 0.0 0.0 0.0
F 5.9717 -0.2729 0.1235 0.0 0.0 0.0
```
Positions in Å, forces in eV/Å.

## Properties
Frontier orbital gap (alpha / beta) in hartree: 0.2648 / 0.2574
2S+1: 3
⟨S²⟩: 2.0105
Energy in hartree: -8664.11344
ΔE to the lowest compared entry with this formula, charge and spin in eV: 0.000
F_max in Eh/bohr: 0.003
E_LUMO (alpha / beta) in eV: -3.81 / -4.28
Total charge: +1